Run w
Here is 2 unconnected molecules or ions with the total composition C4H12O3 from the OMol25 dataset. Energies are from ωB97M-V/def2-TZVPD.

Kohn-Sham gap in eV: 10.855
SMILES: OCCCCO.O
HOMO in eV: -10.344
E_LUMO in eV: 0.51

Geometry as ORCA input:
```
! RIJCOSX wB97M-V def2-TZVPD def2/J DEFGRID3
* xyz 0 1
O -1.0419 1.7264 -2.3188
O -1.2585 -3.7110 2.6603
O 2.4270 1.4131 0.8803
C 1.4603 0.4805 0.4229
C -0.9204 0.3487 -1.8739
C -0.9401 0.3069 -0.3614
C 0.1289 1.1941 0.2975
H -0.1352 1.4329 1.3287
H -0.4094 -3.2613 2.6447
H 0.2410 2.0986 -0.2874
H 1.3798 -0.3451 1.1278
H 3.1963 0.9266 1.1970
H -0.2020 1.9888 -2.6998
H -1.1678 -4.4398 2.0314
H -1.8046 -0.1089 -2.2947
H -1.9119 0.6223 0.0188
H 1.7572 0.0554 -0.5425
H -0.8366 -0.7163 -0.0056
H 0.0380 -0.0119 -2.2255
*
```



Run x
Here is 3 unconnected molecules or ions with the total composition C4H12O3 from the OMol25 dataset. Energies are from ωB97M-V/def2-TZVPD.

Kohn-Sham gap in eV: 8.940
SMILES: C/C=C/CO.O.O
HOMO in eV: -8.413
E_LUMO in eV: 0.53

Geometry as ORCA input:
```
! RIJCOSX wB97M-V def2-TZVPD def2/J DEFGRID3
* xyz 0 1
O 1.7168 -1.4111 0.6120
O -1.9937 -1.8691 0.2846
O 2.6496 0.8338 -0.8328
C -0.8351 0.0619 -0.5043
C -0.7264 1.3500 -0.1401
C 0.1816 2.0671 0.8137
C -2.1613 -0.6647 -0.4992
H 0.0680 -0.5463 -0.4896
H -1.5850 1.9692 -0.4291
H 1.0758 2.4770 0.3221
H 1.8538 -2.3571 0.7644
H 2.6512 1.0664 -1.7639
H -0.3342 2.9528 1.1653
H -2.9006 -0.0255 -0.0097
H 0.5944 1.4666 1.6187
H -2.0308 -1.5460 1.1922
H 2.2622 -0.9865 1.2831
H -2.5854 -1.0137 -1.4437
H 2.6680 -0.1305 -0.7650
*
```



Relative energies, kJ/mol: run w 0.0; run x 104.6.



Run w
Here is 2 unconnected molecules or ions with the total composition C5H10O2P from the OMol25 dataset. Energies are from ωB97M-V/def2-TZVPD.

Kohn-Sham gap (alpha / beta) in eV: 7.129 / 7.130
HOMO (alpha / beta) in eV: -3.279 / -3.280
E_LUMO (alpha / beta) in eV: 3.85 / 3.85

Geometry as ORCA input:
```
! RIJCOSX wB97M-V def2-TZVPD def2/J DEFGRID3
* xyz -1 1
P -2.8528 0.0800 -0.0227
O -3.3390 -0.8976 0.9693
O -3.1026 -0.2818 -1.5055
C 2.1744 -0.2141 -0.0852
C 0.2137 -1.7958 -0.3810
C 0.7127 -0.4340 -0.1014
C 0.4034 2.0419 0.4104
C -0.0353 0.5957 0.1446
H 2.6839 -1.1735 -0.5360
H -0.9459 -1.9003 -0.1187
H 2.4440 0.7477 -0.5085
H 0.0588 2.1856 1.4867
H 1.5021 2.1180 0.2695
H -3.2396 1.2954 0.4660
H 0.0540 2.7384 -0.2354
H 2.3712 -0.2833 1.0571
H 0.2155 -2.1230 -1.4138
H 0.6814 -2.6993 0.1047
*
```



Run x
Here is a gas-phase ion, C5H10O2P (charge -1) from the OMol25 dataset. Energies are from ωB97M-V/def2-TZVPD.

Kohn-Sham gap (alpha / beta) in eV: 7.045 / 7.077
HOMO (alpha / beta) in eV: -3.314 / -3.269
E_LUMO (alpha / beta) in eV: 3.73 / 3.81

Geometry as ORCA input:
```
! RIJCOSX wB97M-V def2-TZVPD def2/J DEFGRID3
* xyz -1 1
P 1.9857 0.1042 -0.0273
O 1.8219 0.4061 1.5710
O 3.3043 -0.5121 -0.2268
C -0.5792 -1.0801 0.1346
C 0.8635 -1.4045 -0.0986
C -1.0097 0.3036 -0.3867
C 1.4519 1.5829 -0.8046
C -2.1537 1.0237 0.2883
H -3.0192 0.5496 -0.2148
H -0.9798 0.5997 -1.4305
H -2.3067 0.8825 1.3392
H -1.0884 -1.1050 1.0868
H 1.1246 1.0513 1.5813
H -0.9735 -1.8470 -0.5945
H 1.1008 -2.1623 0.5850
H 1.0769 -1.9021 -1.1106
H 1.4388 1.4434 -1.8098
H -2.0582 2.0663 0.1180
*
```



Relative energies, kJ/mol: run w 0.0; run x 132.1.



Run w
Here is 2 unconnected molecules or ions with the total composition C5H13N3O2 from the OMol25 dataset. Energies are from ωB97M-V/def2-TZVPD.

Kohn-Sham gap in eV: 8.860
SMILES: CCN=C(N)N.CC(=O)O
HOMO in eV: -8.400
E_LUMO in eV: 0.46

Geometry as ORCA input:
```
! RIJCOSX wB97M-V def2-TZVPD def2/J DEFGRID3
* xyz 0 1
O 2.1504 2.6235 1.1579
O 1.5818 3.4365 -0.7837
N 0.6559 -3.1605 -1.2137
N -1.4855 -1.6342 -1.0630
N 0.4731 -0.8435 -1.7266
C -0.2150 -1.9446 -1.2631
C -2.2563 -2.6898 1.2879
C -2.6027 -2.1451 -0.2358
C 1.8543 4.9686 1.0264
C 1.8169 3.6504 0.3735
H -3.1905 -1.0866 -0.1525
H 1.7178 -2.7445 -1.0638
H 0.8520 5.4591 1.2880
H 2.3557 5.3886 0.3002
H 2.2337 5.0295 2.0737
H 2.4277 1.6887 1.0244
H 1.0338 -0.8842 -2.5067
H -2.9798 -2.2456 1.9730
H 0.1448 -0.0194 -1.4021
H -2.2802 -3.8877 1.2796
H 0.2039 -3.9111 -0.8338
H -0.9965 -2.3567 1.2974
H -3.4953 -2.6915 -0.8372
*
```



Run x
Here is 2 unconnected molecules or ions with the total composition C5H13N3O2 from the OMol25 dataset. Energies are from ωB97M-V/def2-TZVPD.

Kohn-Sham gap in eV: 9.426
SMILES: CCN=C(N)N.CC(=O)O
HOMO in eV: -8.749
E_LUMO in eV: 0.68

Geometry as ORCA input:
```
! RIJCOSX wB97M-V def2-TZVPD def2/J DEFGRID3
* xyz 0 1
O -0.3069 3.5833 1.2253
O 0.0486 2.4356 -0.6517
N 0.9204 -1.6501 0.7241
N -0.7904 -3.2161 0.5476
N -0.9043 -1.2844 -0.6935
C 1.8563 -0.6116 0.2424
C -0.6697 2.6705 0.2844
C 1.7695 -0.2869 -1.2591
C -1.8611 1.8977 0.7912
C -0.1333 -2.0329 0.1727
H -1.2994 -1.7348 -1.5014
H -1.4615 1.0172 1.2962
H -2.4074 2.5396 1.4666
H -0.4153 -4.0926 0.2481
H -1.7789 -3.0776 0.6583
H 1.4575 -1.1369 -1.8537
H 0.5463 3.9695 1.0042
H -0.5216 -0.3707 -0.8737
H 2.7502 0.0382 -1.6160
H 2.8102 -1.0859 0.4545
H 1.2029 0.6293 -1.4165
H -2.3909 1.5224 -0.0485
H 1.5787 0.2772 0.7985
*
```



Run y
Here is C5H13N3O2 in the gas phase from the OMol25 dataset. Energies are from ωB97M-V/def2-TZVPD.

Kohn-Sham gap in eV: 9.055
SMILES: [H]/N=C(\NN)C(O)(O)CCC
HOMO in eV: -8.195
E_LUMO in eV: 0.86

Geometry as ORCA input:
```
! RIJCOSX wB97M-V def2-TZVPD def2/J DEFGRID3
* xyz 0 1
O 1.2837 -0.0782 1.3802
O 1.2552 -1.8576 0.2636
N 2.6931 1.3896 -0.7714
N 2.0763 -0.5333 -2.0114
N 2.6622 2.0317 0.5181
C 1.9853 0.1817 -1.0019
C -1.1918 -0.7574 0.8515
C -1.1169 -2.3065 0.8806
C -0.4898 -0.2892 -0.3648
C 1.0738 -0.4657 0.0438
H -0.6598 -2.6757 -0.0507
H 1.1061 -0.8896 1.9364
H 2.1518 1.4613 1.1959
H -0.7917 -0.8710 -1.1674
H -0.6765 0.7684 -0.5806
H 1.7490 -2.3912 -0.5820
H -0.5002 -2.7212 1.6558
H 2.8344 -0.1750 -2.6297
H 3.0754 1.7328 -1.6662
H -0.7597 -0.2279 1.7142
H 2.3052 2.9777 0.4423
H -2.2691 -0.4818 0.8823
H -2.0686 -2.6803 1.1100
*
```



Relative energies, kJ/mol: run w 389.8; run x 0.0; run y 298.9.



Run w
Here is 2 unconnected molecules or ions with the total composition C4H14N2O from the OMol25 dataset. Energies are from ωB97M-V/def2-TZVPD.

Kohn-Sham gap in eV: 9.280
SMILES: NCCCCN.O
HOMO in eV: -8.699
E_LUMO in eV: 0.58

Geometry as ORCA input:
```
! RIJCOSX wB97M-V def2-TZVPD def2/J DEFGRID3
* xyz 0 1
O 3.2669 -1.2555 -0.8098
N 0.2482 -1.7550 -0.6680
N -2.2909 1.2278 1.3934
C -0.7470 -0.7737 -1.0744
C 0.1083 0.9115 0.6341
C -1.0007 0.6040 1.6443
C -0.3200 0.6680 -0.8155
H -0.6617 0.9283 2.6253
H 1.1688 -1.4575 -0.9923
H 0.3428 1.9803 0.7259
H 3.9263 -0.5434 -0.8797
H -0.8312 -0.9401 -2.1544
H -2.2476 2.2364 1.4474
H 0.2817 -1.9205 0.3287
H -1.1603 -0.4718 1.7308
H -1.7326 -1.0083 -0.6642
H 3.7398 -2.0393 -1.1266
H 0.5436 0.8399 -1.4790
H 0.9993 0.3222 0.8527
H -2.6336 1.0024 0.4674
H -1.0002 1.4442 -1.1861
*
```



Run x
Here is 2 unconnected molecules or ions with the total composition C4H14N2O from the OMol25 dataset. Energies are from ωB97M-V/def2-TZVPD.

Kohn-Sham gap in eV: 9.528
SMILES: CNCCNC.O
HOMO in eV: -8.631
E_LUMO in eV: 0.90

Geometry as ORCA input:
```
! RIJCOSX wB97M-V def2-TZVPD def2/J DEFGRID3
* xyz 0 1
O 1.8287 2.7237 -1.8064
N 0.4047 -1.2880 1.3691
N -1.4497 0.1183 -0.8529
C -0.0012 0.0860 1.2703
C -1.2972 0.6083 -2.3739
C -0.1111 0.3447 -0.2772
C 0.4984 -1.9079 2.7651
H 0.3000 1.3682 -0.5076
H -1.1816 1.7043 -2.4313
H -0.8982 0.3592 1.8099
H -0.4199 -2.2572 3.1994
H 0.6923 0.8662 1.7640
H 1.2945 -1.2451 3.1833
H -1.8162 -0.7894 -0.6776
H 2.3144 1.8744 -2.0937
H 0.8927 -3.0050 2.7021
H -0.1440 -1.8837 0.8421
H -2.1351 0.2742 -2.9159
H -0.3722 -0.1098 -2.6486
H 0.5338 -0.1834 -1.0703
H 1.0667 2.3419 -1.2498
*
```



Run y
Here is 2 unconnected molecules or ions with the total composition C4H14N2O from the OMol25 dataset. Energies are from ωB97M-V/def2-TZVPD.

Kohn-Sham gap in eV: 9.776
SMILES: NCCCCN.O
HOMO in eV: -8.937
E_LUMO in eV: 0.84

Geometry as ORCA input:
```
! RIJCOSX wB97M-V def2-TZVPD def2/J DEFGRID3
* xyz 0 1
O -1.3500 0.0162 -5.4541
N -0.8310 -1.8674 3.0814
N -0.1061 1.7301 -1.1605
C 1.1473 0.0231 0.2894
C -0.0205 -0.3337 1.1915
C 1.0298 1.4981 -0.3003
C 0.2316 -1.3792 2.2451
H -0.9161 2.0562 -0.5204
H -0.9198 0.8513 -5.1735
H -1.3752 -1.2320 3.5486
H 1.8975 1.4881 -0.9279
H -0.3054 0.6870 1.6424
H 0.9562 -0.7476 2.8231
H -0.2619 0.9320 -1.6781
H -2.3013 0.1872 -5.6286
H 1.2029 -0.6931 -0.5815
H -1.3709 -2.5379 2.5982
H -0.7230 -0.8118 0.4510
H 0.8207 -2.2230 2.0890
H 1.0855 2.3045 0.5239
H 2.1098 0.0519 0.9412
*
```



Run z
Here is 2 unconnected molecules or ions with the total composition C4H14N2O from the OMol25 dataset. Energies are from ωB97M-V/def2-TZVPD.

Kohn-Sham gap in eV: 9.626
SMILES: CNCCCN.O
HOMO in eV: -8.657
E_LUMO in eV: 0.97

Geometry as ORCA input:
```
! RIJCOSX wB97M-V def2-TZVPD def2/J DEFGRID3
* xyz 0 1
O 5.4736 -2.4733 3.8313
N -2.7984 -0.3278 -0.5128
N 0.1826 0.6891 0.5250
C 0.4143 0.3288 -0.9315
C -0.4284 -0.7407 -1.4914
C -0.5913 1.8887 0.7766
C -1.8574 -0.1582 -1.6695
H 0.3435 1.3670 -1.3357
H -0.8073 2.1442 1.8365
H -0.1966 -0.2827 0.8229
H -1.9242 0.8775 -1.8847
H -1.7514 1.9646 0.4503
H 5.5122 -3.1222 3.1625
H 1.4123 0.0255 -1.0148
H 0.1435 -1.0614 -2.4290
H -2.5411 0.3071 0.2405
H -3.7225 -0.0767 -0.8258
H -0.1147 2.7903 0.3160
H -0.4522 -1.6767 -0.9063
H -2.3265 -0.7950 -2.3653
H 6.0300 -1.6678 3.4053
*
```



Relative energies, kJ/mol: run w 0.0; run x 306.7; run y 139.4; run z 198.4.